[1]
DFT (ωB97M-V/def2-TZVPD) results for a 12-piece molecular cluster, C64H162N10O22 overall.

Element x y z (Å)
1 C -1.68727 10.90382 -1.07660
2 O -1.96943 9.93624 -2.09260
3 C -0.89292 9.71343 -2.95377
4 C -1.21055 8.59471 -3.98948
5 N -1.11485 7.21955 -3.46983
6 C -1.30116 6.23996 -4.55458
7 C -1.57237 4.83443 -3.99359
8 O -2.79823 4.80543 -3.25226
9 C -2.86518 3.77472 -2.27664
10 H -2.43317 10.88968 -0.28191
11 H -1.67587 11.94638 -1.39448
12 H -0.70309 10.67853 -0.66585
13 H 0.02146 9.41088 -2.44343
14 H -0.66906 10.59273 -3.55779
15 H -0.51619 8.66348 -4.82688
16 H -2.20970 8.85265 -4.34059
17 H -1.81736 7.03453 -2.76817
18 H -0.35653 6.20831 -5.09751
19 H -2.10080 6.46817 -5.25928
20 H -0.68620 4.51816 -3.44334
21 H -1.61642 4.09557 -4.79374
22 H -2.10995 3.90826 -1.50211
23 H -2.58488 2.85578 -2.79151
24 H -3.83672 3.72371 -1.78507
25 C 4.52485 -7.50147 -6.75739
26 O 5.88042 -7.48491 -6.27433
27 C 6.07953 -6.63493 -5.14912
28 C 5.42578 -5.24181 -5.16597
29 N 4.04442 -5.26595 -4.79457
30 C 3.34939 -4.02469 -5.21419
31 C 1.87471 -3.82205 -4.66565
32 O 1.85019 -3.75133 -3.24692
33 C 0.49058 -3.73810 -2.77424
34 H 4.23506 -6.57991 -7.26221
35 H 3.73976 -7.61837 -6.01034
36 H 4.41143 -8.30427 -7.48593
37 H 7.16120 -6.51332 -5.09156
38 H 5.76550 -7.15249 -4.24270
39 H 5.59228 -4.88790 -6.18338
40 H 5.90369 -4.53602 -4.48658
41 H 3.99245 -5.22402 -3.78679
42 H 3.31892 -4.06372 -6.30307
43 H 3.87545 -3.11648 -4.92005
44 H 1.25262 -4.64946 -5.00698
45 H 1.58232 -2.87597 -5.12120
46 H -0.05738 -2.81604 -2.96818
47 H 0.52009 -3.84473 -1.68987
48 H -0.14152 -4.56985 -3.08526
49 C 1.52444 2.15934 -3.90736
50 O 2.46380 2.74680 -4.80849
51 C 3.80624 2.60108 -4.36984
52 C 4.72855 3.15512 -5.53822
53 N 6.15288 2.95240 -5.23833
54 C 6.90357 3.03231 -6.45030
55 C 8.43093 2.73390 -6.24483
56 O 8.57385 1.37716 -5.84485
57 C 9.91880 1.12564 -5.35367
58 H 1.52747 2.50677 -2.87422
59 H 1.65578 1.08083 -3.81975
60 H 0.48208 2.36517 -4.15068
61 H 4.10104 1.55293 -4.31928
62 H 4.00309 3.12008 -3.43176
63 H 4.61324 4.23754 -5.48167
64 H 4.36119 2.76339 -6.48674
65 H 6.24486 2.01981 -4.86159
66 H 6.82387 4.05388 -6.82198
67 H 6.51076 2.42392 -7.26496
68 H 8.80674 3.49832 -5.56475
69 H 9.02502 2.93126 -7.13713
70 H 9.99978 1.42018 -4.30735
71 H 10.68609 1.58712 -5.97529
72 H 10.03076 0.05141 -5.50060
73 C 2.31965 2.19185 4.65511
74 O 3.22288 1.18001 5.14051
75 C 2.95918 -0.20248 4.72765
76 C 3.20573 -0.41429 3.24311
77 N 4.56123 0.06284 2.89555
78 C 5.58361 -0.80926 3.41175
79 C 5.78271 -2.04931 2.51447
80 O 6.45915 -3.06087 3.22358
81 C 7.30468 -3.82383 2.37336
82 H 2.53790 3.14788 5.13098
83 H 1.26274 1.94529 4.75637
84 H 2.55904 2.31983 3.59945
85 H 1.93795 -0.44313 5.02311
86 H 3.57530 -0.84804 5.35356
87 H 2.42505 0.06784 2.65474
88 H 3.01977 -1.47064 3.04906
89 H 4.70142 0.90241 3.43921
90 H 5.41905 -1.11752 4.44422
91 H 6.50454 -0.23019 3.34341
92 H 6.33892 -1.70510 1.64255
93 H 4.83658 -2.40428 2.10587
94 H 6.68257 -4.37678 1.66958
95 H 7.76939 -4.64081 2.92534
96 H 8.07554 -3.28291 1.82446
97 C -3.52273 2.87970 1.37008
98 O -3.25038 1.49406 1.02029
99 C -4.38997 0.63502 1.18608
100 C -5.45774 0.94144 0.13955
101 N -5.14857 0.33336 -1.13495
102 C -6.17523 0.69825 -2.09906
103 C -5.66479 0.57930 -3.54127
104 O -4.74793 1.62793 -3.73118
105 C -4.70096 2.00062 -5.07844
106 H -3.98172 2.91030 2.35826
107 H -4.20979 3.44359 0.73915
108 H -2.57159 3.41207 1.36641
109 H -4.77438 0.80664 2.19150
110 H -4.08439 -0.41110 1.16670
111 H -5.57065 2.00303 -0.08040
112 H -6.42474 0.51887 0.41241
113 H -4.22716 0.62979 -1.42343
114 H -6.51504 1.73263 -2.15102
115 H -7.06759 0.11908 -1.86171
116 H -6.51397 0.63390 -4.22247
117 H -5.24200 -0.40323 -3.75101
118 H -4.15229 2.93930 -5.15564
119 H -5.70331 2.15462 -5.47802
120 H -4.21270 1.22490 -5.66832
121 C -5.10176 -4.25405 5.69883
122 O -4.76597 -2.89847 5.78568
123 C -4.97530 -2.24507 7.07606
124 C -4.30284 -0.83645 7.10514
125 N -4.82534 0.10260 6.14941
126 C -6.12233 0.67955 6.60236
127 C -6.77315 1.55458 5.57284
128 O -7.12137 0.83537 4.38078
129 C -7.42093 1.76230 3.28076
130 H -4.45850 -4.85439 6.34219
131 H -5.06274 -4.60842 4.66878
132 H -6.11973 -4.41869 6.05201
133 H -4.47839 -2.81197 7.86335
134 H -6.03330 -2.15875 7.32361
135 H -3.27095 -1.04640 6.82366
136 H -4.15775 -0.47182 8.12204
137 H -5.00227 -0.42700 5.30778
138 H -6.06145 1.14315 7.58697
139 H -6.80035 -0.15875 6.76253
140 H -6.11465 2.41257 5.43745
141 H -7.74204 1.94016 5.89012
142 H -6.57585 2.40684 3.03890
143 H -8.31646 2.36786 3.42013
144 H -7.53846 1.13700 2.39572
145 C -2.10462 -8.54624 -2.50922
146 O -2.79389 -7.33811 -2.14261
147 C -3.47656 -6.73710 -3.20850
148 C -4.18877 -5.43558 -2.75690
149 N -3.23877 -4.30552 -2.85819
150 C -3.76610 -3.15626 -2.05028
151 C -3.67106 -3.30010 -0.49669
152 O -2.28977 -3.46759 -0.16364
153 C -2.23785 -3.61378 1.24397
154 H -1.27277 -8.40775 -3.19984
155 H -2.83900 -9.27351 -2.85544
156 H -1.60725 -9.00505 -1.65470
157 H -4.23285 -7.40430 -3.62199
158 H -2.77600 -6.66017 -4.04002
159 H -4.57353 -5.59489 -1.74960
160 H -5.08319 -5.25394 -3.35283
161 H -2.39221 -4.63172 -2.41431
162 H -4.80822 -2.98871 -2.32234
163 H -3.20062 -2.27501 -2.35317
164 H -4.36551 -4.11091 -0.27663
165 H -4.07418 -2.49926 0.12319
166 H -2.87786 -2.99483 1.87278
167 H -1.26093 -3.50603 1.71525
168 H -2.59621 -4.60196 1.53238
169 C -3.44388 3.14624 5.23895
170 O -2.49745 3.83802 4.43289
171 C -1.31625 3.01578 4.21852
172 C -0.29236 3.79302 3.42970
173 N 0.49515 4.69646 4.24466
174 C -0.21172 5.90690 4.64523
175 C 0.81412 6.84104 5.32259
176 O 0.12526 8.07847 5.45120
177 C 0.72933 9.14015 6.11220
178 H -2.97177 2.68839 6.10819
179 H -3.95610 2.34530 4.70583
180 H -4.23558 3.82770 5.55026
181 H -1.67419 2.23215 3.55076
182 H -0.92550 2.62961 5.15996
183 H -0.80873 4.31058 2.62126
184 H 0.28446 3.04546 2.88515
185 H 1.42936 4.95441 3.96037
186 H -1.00464 5.63821 5.34321
187 H -0.87941 6.36483 3.91544
188 H 1.67953 6.93792 4.66701
189 H 1.08697 6.55978 6.33971
190 H 1.58060 9.53157 5.55522
191 H 1.14663 8.90881 7.09221
192 H 0.04170 9.96499 6.29906
193 C -2.01306 -1.05395 4.52773
194 O -1.71684 -0.94729 3.14396
195 C -0.34964 -0.58697 2.83071
196 C -0.27502 -0.44229 1.28536
197 N -0.64057 0.94648 0.83567
198 C -0.34274 1.22966 -0.59553
199 C -0.90384 0.18582 -1.58639
200 O -1.00677 0.77300 -2.88236
201 C -1.68918 -0.15153 -3.75784
202 H -1.19001 -1.57355 5.01836
203 H -2.92751 -1.63953 4.62244
204 H -2.27190 -0.15781 5.09167
205 H 0.28639 -1.44016 3.06657
206 H -0.11868 0.32345 3.38380
207 H -1.02474 -1.10037 0.84614
208 H 0.64044 -0.88853 0.89692
209 H -1.61210 1.15027 1.02195
210 H 0.72995 1.32267 -0.76515
211 H -0.87409 2.11720 -0.93909
212 H -1.90309 -0.10862 -1.26561
213 H -0.31538 -0.72704 -1.49409
214 H -1.89451 0.28976 -4.73314
215 H -2.66132 -0.41237 -3.33950
216 H -0.99007 -0.94228 -4.02999
217 C -1.19743 -3.14786 7.50374
218 O 0.01465 -2.88152 6.74389
219 C 0.77256 -4.12117 6.53592
220 C 1.76959 -3.97381 5.37991
221 N 2.67579 -5.08924 5.33839
222 C 3.51318 -5.15829 4.15733
223 C 2.79143 -5.32237 2.76039
224 O 2.28819 -4.00718 2.31723
225 C 1.57990 -4.01361 1.10824
226 H -1.61653 -2.21665 7.88495
227 H -0.89169 -3.74027 8.36611
228 H -1.91086 -3.65463 6.85391
229 H 0.12253 -4.93130 6.20538
230 H 1.27723 -4.37030 7.46937
231 H 2.36643 -3.06380 5.44123
232 H 1.23878 -3.85678 4.43512
233 H 3.28132 -5.05206 6.14590
234 H 4.17031 -6.00954 4.33524
235 H 4.23122 -4.34239 4.07481
236 H 1.96866 -6.02895 2.86944
237 H 3.43924 -5.71943 1.97886
238 H 2.27649 -4.44695 0.39055
239 H 1.26790 -3.01546 0.80092
240 H 0.65267 -4.58393 1.05270
241 C 0.64601 -0.65937 -7.97312
242 C 0.48426 0.59447 -7.05521
243 O 1.77152 1.11170 -6.92717
244 H 1.28972 -1.41503 -7.52288
245 H 1.02315 -0.32139 -8.93832
246 H -0.28517 -1.15250 -8.25212
247 H 0.07713 0.33544 -6.07784
248 H -0.27773 1.25049 -7.47607
249 H 1.88392 1.73026 -6.20167
250 C 3.34139 -0.81164 -1.64895
251 C 4.00983 -0.94106 -0.33892
252 O 4.44112 0.34125 0.12919
253 H 3.92397 -0.37963 -2.46262
254 H 2.59370 -0.05074 -1.42515
255 H 2.80966 -1.70976 -1.96319
256 H 4.86816 -1.61273 -0.32374
257 H 3.36403 -1.43317 0.38831
258 H 4.61702 0.27536 1.07063

The calculation puts the orbital gap at 8.6587 eV. The molar mass comes out at 1424.048 g/mol. The calculation puts the relative energy (zero: lowest compared OMol25 entry of this formula, charge and spin) at 0.0 kJ/mol. As for the structure (SMILES): COCCNCCOC.COCCNCCOC.COCCNCCOC.COCCNCCOC.COCCNCCOC.COCCNCCOC.COCCNCCOC.COCCNCCOC.COCCNCCOC.COCCNCCOC.CCO.CCO.

[2]
DFT (ωB97M-V/def2-TZVPD) results for C64H31CuF15GeN4O2S as an isolated structure.

Element x y z (Å)
1 Cu -0.14237 -1.44457 0.37042
2 C 5.73544 -4.21717 4.51135
3 C 4.50288 -3.91738 5.16482
4 C 3.52048 -3.17129 4.58619
5 C 3.60108 -2.96463 3.14769
6 C 4.79886 -3.30006 2.53557
7 C 5.90300 -3.90227 3.19871
8 C 2.44150 -2.55020 2.36248
9 C 1.47071 -1.61863 2.87039
10 C 1.66000 -0.75441 4.01941
11 C 0.47221 -0.13720 4.30962
12 C -0.49098 -0.61797 3.42748
13 N 0.15917 -1.54164 2.52381
14 C -1.89315 -0.34954 3.33465
15 C -2.61670 -0.93604 2.23197
16 C -3.96177 -1.50624 2.18948
17 C -4.26788 -1.87459 0.89868
18 C -3.14655 -1.37797 0.11383
19 C -3.17995 -1.25093 -1.47124
20 C -3.92879 0.10700 -1.75376
21 C -5.30739 0.25282 -1.41234
22 C -6.02626 1.34070 -1.86945
23 C -5.46730 2.23714 -2.77737
24 C -4.11941 2.08991 -3.13131
25 C -3.38528 1.04159 -2.61147
26 C -1.88966 -1.47839 -2.13557
27 N -0.71175 -1.67972 -1.55078
28 C 0.12582 -2.06864 -2.55246
29 C 1.36659 -2.81503 -2.41766
30 C 1.89151 -3.63833 -3.55580
31 C 3.25363 -3.90316 -3.75478
32 C 3.71711 -4.74579 -4.71795
33 C 2.85216 -5.54141 -5.46991
34 C 1.50135 -5.30273 -5.30247
35 C 1.01003 -4.34960 -4.40109
36 C 1.82180 -3.20476 -1.14049
37 C 2.59019 -4.42791 -0.80638
38 C 2.89678 -4.32326 0.51109
39 C 2.22936 -3.13689 1.07983
40 N 1.48844 -2.51046 0.03939
41 C -0.50308 -1.84115 -3.84509
42 C -1.80518 -1.52552 -3.54793
43 N -2.08469 -0.98705 0.85534
44 C -2.50222 0.82109 4.02054
45 C -2.20494 1.13092 5.42507
46 C -2.53159 2.30842 5.91646
47 C -3.26926 3.30569 5.14981
48 C -3.50792 3.02163 3.81846
49 C -3.10412 1.79449 3.29968
50 H 6.46397 -4.69890 5.19128
51 H 4.42604 -4.23234 6.17699
52 H 2.72548 -3.07091 5.30544
53 H 4.95831 -3.10603 1.48596
54 H 6.72457 -4.15066 2.60488
55 H 2.61529 -0.55013 4.43260
56 H 0.33693 0.41851 5.22010
57 H -4.56702 -1.43220 3.02783
58 H -5.19688 -2.30755 0.51402
59 H -5.70729 -0.45625 -0.62437
60 H -7.02169 1.57979 -1.45484
61 H -6.01834 3.10490 -3.20928
62 H -3.73817 2.63178 -3.93662
63 H -2.41398 0.97974 -2.95995
64 H 3.99569 -3.39127 -3.14425
65 H 4.75611 -4.58422 -4.98523
66 H 3.24768 -6.56360 -5.81920
67 H 0.69979 -5.97379 -5.82783
68 H -0.06030 -4.26835 -4.36489
69 H 2.84776 -5.32842 -1.40257
70 H 3.55174 -5.06033 1.02137
71 H -0.04610 -2.16845 -4.79326
72 H -2.61703 -1.16094 -4.15912
73 H -1.69592 0.46272 6.07245
74 H -2.21830 2.57679 6.93601
75 H -3.47391 4.27841 5.55518
76 H -4.07045 3.74349 3.25954
77 H -3.33862 1.63279 2.19527
78 F 0.42945 4.13891 3.06768
79 C 1.59677 4.55248 2.53376
80 C 1.73476 4.46484 1.14834
81 C 2.76093 5.23650 0.68581
82 F 2.89224 5.43139 -0.65432
83 C 3.83802 5.71694 1.48768
84 F 4.95614 6.17309 0.87548
85 C 3.71330 5.52925 2.81860
86 F 4.73739 6.01017 3.64969
87 C 2.62062 4.92349 3.38233
88 F 2.31275 4.86443 4.68746
89 Ge 0.89846 3.06812 -0.17815
90 S 0.33059 1.13561 0.71394
91 C 2.25713 2.49009 -1.45400
92 C 2.00099 2.42127 -2.81000
93 F 0.78908 2.19649 -3.36907
94 C 3.06257 2.40876 -3.67934
95 F 2.72798 2.20136 -4.95125
96 C 4.39299 2.56174 -3.28800
97 F 5.36079 2.55217 -4.23991
98 C 4.67190 2.52500 -1.92317
99 F 5.95996 2.43360 -1.56312
100 C 3.56646 2.51261 -1.05755
101 F 3.88983 2.48004 0.27988
102 C -0.69140 4.11250 -0.81807
103 C -1.85035 4.19012 -0.01969
104 F -1.83945 3.53806 1.22698
105 C -2.92868 4.94444 -0.35556
106 F -3.98694 5.06673 0.47805
107 C -2.96029 5.49529 -1.65728
108 F -3.90236 6.45751 -1.99949
109 C -1.84468 5.42227 -2.46398
110 F -1.90467 5.88688 -3.71338
111 C -0.64486 4.84062 -1.98306
112 F 0.54840 5.08327 -2.53771
113 C -5.36587 -4.13616 -2.51403
114 C -4.12914 -3.47048 -2.03278
115 O -4.24056 -2.07239 -2.03140
116 O -3.03725 -3.96319 -1.73149
117 H -5.19511 -5.21078 -2.51137
118 H -5.45604 -3.88134 -3.57115
119 H -6.19910 -3.77520 -1.93186

The calculation puts the orbital gap (alpha / beta) at 4.8073 / 4.7790 eV. As for the spin multiplicity: 2. As for the net charge: -2. The molar mass comes out at 1341.171 g/mol.